A) Formula: C5H7O2S
Source: the OMol25 dataset
Level of theory: ωB97M-V/def2-TZVPD

Orbital gap (alpha / beta) in hartree: 0.280 / 0.200
E_HOMO (alpha / beta) in eV: -3.84 / -3.46
Total charge: -1
Spin multiplicity: 1

Each line ends with the natural charge from an NBO analysis.
Element x y z (Å)
H (1.977, 1.623, -1.371)  0.213
C (0.744, 0.932, 0.316)  -0.408
C (-1.952, -2.141, 0.432)  -0.100
C (-1.899, -1.412, -0.657)  -0.540
H (-2.739, -1.012, -1.078)  0.177
C (1.737, 1.918, -0.385)  -0.627
S (2.125, -1.770, 0.270)  1.496
O (2.372, -1.661, -1.156)  -1.029
H (-0.823, -2.214, 0.757)  0.197
H (1.207, 2.914, -0.450)  0.178
H (2.692, 2.065, 0.098)  0.216
H (-1.013, -1.218, -1.178)  0.236
H (-0.256, 1.359, 0.618)  0.191
O (3.220, -1.166, 1.127)  -1.035
C (0.975, -0.324, 0.525)  -0.166

---

B) Formula: C5H7O2S
Source: the OMol25 dataset
Level of theory: ωB97M-V/def2-TZVPD

Orbital gap (alpha / beta) in hartree: 0.251 / 0.251
E_HOMO (alpha / beta) in eV: -3.17 / -3.17
Total charge: -1
Spin multiplicity: 1

Each line ends with the natural charge from an NBO analysis.
Element x y z (Å)
C (0.105, -0.528, 0.135)  -0.251
H (-0.551, -1.412, 1.892)  0.202
H (0.271, -2.467, 0.902)  0.204
H (0.322, 1.516, -0.513)  0.217
O (-3.223, 0.682, -2.941)  -0.930
C (-0.819, -0.858, -0.745)  -0.413
H (2.226, 2.137, 0.680)  0.177
C (0.633, 0.751, 0.234)  -0.160
O (-1.819, 2.425, -1.818)  -0.932
C (0.380, -1.491, 1.324)  -0.659
C (1.826, 1.069, 0.829)  -0.483
H (1.206, -1.412, 1.990)  0.191
H (2.347, 0.436, 1.478)  0.170
H (-1.071, -2.002, -0.829)  0.124
S (-1.833, 1.157, -2.620)  1.543

---

Stability, lowest: A)